Molecular formula: C17H24AuF5N3OSTa
Method: DFT, the ωB97M-V functional and the def2-TZVPD basis

CARTESIAN COORDINATES (ANGSTROEM)
N 2.50122 -0.19037 -0.29339
C 3.47857 -0.60794 0.34948
O 4.39533 -1.02289 0.96046
Au 0.70400 1.41524 -3.28686
Ta 0.68314 0.25737 -0.85290
N -0.12394 -1.48992 -1.18644
N 0.17759 2.20527 -1.44886
C -0.09711 -2.82930 -0.56116
C 1.04317 3.40608 -1.16814
C 0.53429 -3.83021 -1.52904
C -1.52872 -3.24987 -0.22751
C 0.70992 -2.78374 0.72735
C 0.78216 4.40493 -2.29606
C 0.67000 4.01038 0.18211
C 2.49316 2.96527 -1.17607
H -0.09734 -3.99129 -2.40828
H 0.64862 -4.79548 -1.01526
H 1.52208 -3.48564 -1.85535
H -2.01518 -2.46915 0.36564
H -1.50008 -4.17728 0.35959
H -2.11614 -3.42762 -1.13337
H 1.75900 -2.52361 0.55520
H 0.66615 -3.78802 1.17751
H 0.27337 -2.07810 1.44813
H 0.88485 3.90965 -3.27188
H 1.52185 5.21403 -2.22786
H -0.21954 4.83761 -2.21681
H -0.31185 4.49686 0.14455
H 1.42024 4.78117 0.41900
H 0.67396 3.25335 0.97688
H 2.70393 2.17728 -0.43787
H 3.11073 3.84355 -0.93180
H 2.78548 2.61438 -2.17537
C -1.29826 2.52174 -1.46124
H -1.83212 1.90967 -0.71910
H -1.43867 3.58070 -1.20885
H -1.69962 2.31932 -2.46759
C -0.95941 -1.39389 -2.40979
H -2.01773 -1.19154 -2.17694
H -0.58166 -0.59884 -3.08314
H -0.88171 -2.33270 -2.97585
F -2.56214 -2.60138 5.35435
C -2.02327 -1.82270 4.39671
C -2.74617 -1.55201 3.23099
F -3.97522 -2.08664 3.05550
C -2.18547 -0.73781 2.25513
F -2.88859 -0.48754 1.10081
C -0.91445 -0.18092 2.41767
S -0.21204 0.92786 1.15166
C -0.19731 -0.47701 3.58299
F 1.06598 0.00921 3.72893
C -0.74200 -1.28955 4.57058
F -0.04301 -1.56796 5.69157

Values from the calculation:
total charge: +2
HOMO-LUMO gap: 0.21180 Eh
highest occupied orbital energy: -0.55764 Eh
ΔE to the lowest compared entry with this formula, charge and spin: 0.000 eV

=====

Molecular formula: C17H24BF4N2O16
Method: DFT, the ωB97M-V functional and the def2-TZVPD basis

CARTESIAN COORDINATES (ANGSTROEM)
N 1.52263 -1.57069 0.89990
B 0.92831 -2.55289 0.03725
O 1.75712 -2.98639 -1.04232
N -0.34331 -3.10776 0.30739
C -1.32128 -2.90280 -0.52206
F -2.25078 -3.98100 -0.56301
F -1.00417 -2.71188 -1.88340
C -2.28142 -1.74778 -0.17980
F -1.66248 -0.70534 0.37158
F -2.88930 -1.25664 -1.31664
H 2.09334 -0.89855 0.41239
H 0.81505 -1.11403 1.43392
H 1.88700 -2.23629 -1.61951
H -3.07653 -2.06503 0.46763
C -0.29480 3.20839 -0.21382
C 0.58662 3.85219 -1.26375
O 1.85865 3.22923 -1.01562
C 1.62445 2.03733 -0.40316
O 2.43974 1.19984 -0.21500
O 0.33865 1.93458 -0.03747
H -1.31940 3.08190 -0.53502
H -0.27901 3.74398 0.73034
H 0.26564 3.61646 -2.27874
H 0.66388 4.93134 -1.15475
C -3.39558 -0.47120 -4.29571
C -4.50115 0.03220 -5.20487
O -4.57932 1.42124 -4.86131
C -3.38549 1.79111 -4.34477
O -3.07627 2.91859 -4.13044
O -2.60308 0.72100 -4.12444
H -2.80079 -1.26546 -4.73432
H -3.75788 -0.79733 -3.32446
H -4.24645 -0.04819 -6.26356
H -5.45475 -0.45658 -5.03020
C 2.90205 -5.90932 -1.00923
C 4.39365 -5.66718 -0.95368
O 4.93116 -6.95158 -1.32580
C 3.99023 -7.61048 -2.04148
O 4.18936 -8.62453 -2.63017
O 2.81509 -6.96254 -1.99754
H 2.34516 -5.02869 -1.30677
H 2.50469 -6.28335 -0.06513
H 4.72166 -4.92492 -1.68197
H 4.74683 -5.38037 0.03156
C 0.20661 -2.62089 4.74918
C -0.14455 -1.71892 5.91645
O 0.81879 -0.67118 5.78863
C 1.23120 -0.62852 4.48338
O 1.89612 0.23604 4.03176
O 0.76711 -1.70494 3.81301
H -0.65300 -3.12081 4.31267
H 0.96177 -3.36628 5.00645
H -1.14497 -1.29126 5.82481
H -0.05102 -2.20607 6.88382
C 0.55550 7.75275 1.50769
C -0.65631 8.46810 2.07715
O -1.69149 7.49449 1.90613
C -1.11767 6.26580 1.84232
O -1.70215 5.24074 1.86464
O 0.23017 6.37994 1.74227
H 1.48545 8.01193 2.00460
H 0.66684 7.90966 0.43361
H -0.55056 8.68550 3.14120
H -0.90550 9.38328 1.54818

Values from the calculation:
total charge: -1
HOMO-LUMO gap: 0.20988 Eh
highest occupied orbital energy: -0.14459 Eh